(1)
{"formula": "C5H15N2", "method": "ωB97M-V/def2-TZVPD", "symbols": ["C", "C", "C", "N", "H", "H", "H", "H", "H", "H", "H", "C", "N", "C", "H", "H", "H", "H", "H", "H", "H", "H"], "coordinates": [[1.547, 1.145, -1.511], [1.638, -0.078, -0.649], [2.454, -0.226, 0.387], [0.695, -1.112, -0.989], [0.541, 1.571, -1.454], [1.766, 0.904, -2.551], [2.248, 1.896, -1.158], [2.473, -1.151, 0.949], [3.126, 0.580, 0.644], [0.533, -1.162, -1.990], [1.063, -2.018, -0.709], [-2.525, 0.205, -0.049], [-1.482, -0.575, 0.664], [-0.893, 0.157, 1.830], [-2.995, -0.428, -0.796], [-3.263, 0.576, 0.659], [-2.057, 1.071, -0.512], [-0.733, -0.880, -0.029], [-1.899, -1.439, 1.012], [-0.513, 1.107, 1.466], [-0.051, -0.416, 2.208], [-1.672, 0.273, 2.576]], "mulliken_charge": [-1.24, 0.88, -1.09, -0.73, 0.24, 0.36, 0.37, 0.30, 0.28, 0.24, 0.27, -0.80, -0.02, -0.92, 0.36, 0.36, 0.30, 0.34, 0.40, 0.37, 0.33, 0.40], "de_lowest_kj_mol": 56.4, "homo_lumo_gap_ev": 9.78, "charge": 1, "total_energy_ha": -308.7712}

(2)
{"formula": "C5H15N2", "method": "ωB97M-V/def2-TZVPD", "symbols": ["C", "N", "C", "C", "C", "C", "N", "H", "H", "H", "H", "H", "H", "H", "H", "H", "H", "H", "H", "H", "H", "H"], "coordinates": [[-1.850, -1.087, -0.331], [-0.899, 0.369, -0.319], [-1.351, 1.413, 0.583], [0.753, -0.132, 0.073], [1.052, -1.324, -0.854], [1.626, 1.109, -0.130], [0.736, -0.529, 1.357], [-1.104, -1.902, -0.333], [-2.332, -0.983, 0.583], [-2.288, -1.043, -1.344], [-0.842, 0.793, -1.248], [-0.996, 2.469, 0.599], [-2.530, 1.517, 0.429], [-1.327, 1.077, 1.689], [0.840, -1.124, -1.874], [2.108, -1.404, -0.891], [0.815, -2.242, -0.252], [2.670, 0.941, 0.267], [1.841, 1.292, -1.247], [1.268, 2.077, 0.234], [1.307, 0.120, 1.960], [0.650, -1.457, 1.668]], "mulliken_charge": [-0.66, -0.21, -0.97, 1.02, -1.67, -1.52, -0.34, 0.28, 0.40, 0.32, 0.39, 0.29, 0.36, 0.38, 0.33, 0.44, 0.49, 0.42, 0.35, 0.43, 0.27, 0.20], "de_lowest_kj_mol": 231.9, "homo_lumo_gap_ev": 11.45, "smiles": "C[NH+](C)C(C)(C)N", "charge": 1, "total_energy_ha": -308.7043}

(3)
{"formula": "C5H15N2", "method": "ωB97M-V/def2-TZVPD", "symbols": ["C", "C", "C", "N", "C", "N", "C", "H", "H", "H", "H", "H", "H", "H", "H", "H", "H", "H", "H", "H", "H", "H"], "coordinates": [[-2.327, -0.707, -0.777], [-1.419, -0.318, 0.381], [-0.196, 0.478, -0.018], [-0.629, 2.141, 0.587], [1.036, 0.176, 0.761], [1.443, -1.117, 0.175], [2.329, -0.999, -1.003], [-3.107, -1.379, -0.428], [-2.791, 0.150, -1.259], [-1.817, -1.259, -1.566], [-1.065, -1.178, 0.954], [-2.057, 0.174, 1.124], [-0.048, 0.727, -1.062], [0.095, 2.813, 0.342], [-1.456, 2.484, 0.108], [-0.771, 2.213, 1.595], [1.860, 0.875, 0.650], [0.799, 0.053, 1.817], [0.654, -1.700, -0.077], [3.127, -0.312, -0.736], [2.714, -1.983, -1.238], [1.797, -0.592, -1.867]], "mulliken_charge": [-1.29, -0.65, 0.19, -0.58, -0.84, -0.34, -0.85, 0.39, 0.33, 0.35, 0.44, 0.39, 0.40, 0.35, 0.33, 0.34, 0.45, 0.38, 0.26, 0.32, 0.32, 0.30], "de_lowest_kj_mol": 158.7, "homo_lumo_gap_ev": 9.38, "smiles": "CC[C@@H]([NH3+])CNC", "charge": 1, "total_energy_ha": -308.7322}

(4)
{"formula": "C5H15N2", "method": "ωB97M-V/def2-TZVPD", "symbols": ["C", "C", "N", "C", "C", "N", "C", "H", "H", "H", "H", "H", "H", "H", "H", "H", "H", "H", "H", "H", "H", "H"], "coordinates": [[2.514, -0.784, -1.431], [1.280, 0.160, -1.305], [0.129, -0.549, -0.761], [-1.103, 0.322, -0.840], [-1.051, 1.198, 0.409], [-0.577, 0.424, 1.573], [-1.555, -0.530, 2.164], [3.378, -0.333, -1.914], [2.150, -1.671, -1.947], [2.806, -1.156, -0.450], [1.113, 0.537, -2.324], [1.616, 0.945, -0.618], [0.038, -1.502, -1.075], [-0.948, 0.879, -1.764], [-2.010, -0.287, -0.881], [-2.025, 1.630, 0.637], [-0.422, 2.076, 0.227], [-0.239, 1.055, 2.295], [0.237, -0.091, 1.171], [-2.577, -0.213, 1.969], [-1.296, -0.619, 3.218], [-1.457, -1.491, 1.649]], "mulliken_charge": [-1.35, -0.19, -0.45, -0.45, -0.87, -0.05, -0.84, 0.37, 0.35, 0.34, 0.35, 0.22, 0.23, 0.36, 0.40, 0.41, 0.41, 0.40, 0.37, 0.32, 0.37, 0.30], "de_lowest_kj_mol": 88.2, "homo_lumo_gap_ev": 10.48, "smiles": "CCNCC[NH2+]C", "charge": 1, "total_energy_ha": -308.7591}

(5)
{"formula": "C5H15N2", "method": "ωB97M-V/def2-TZVPD", "symbols": ["N", "C", "C", "C", "N", "C", "C", "H", "H", "H", "H", "H", "H", "H", "H", "H", "H", "H", "H", "H", "H", "H"], "coordinates": [[-1.427, -1.281, -0.744], [-0.021, -1.039, -1.137], [0.210, -1.497, -2.602], [0.110, 0.501, -0.990], [-0.158, 0.931, 0.330], [-0.652, 2.298, 0.308], [1.102, 0.025, 3.280], [2.014, -0.580, 3.163], [-1.625, -2.253, -0.535], [-1.529, -0.765, 0.126], [0.697, -1.573, -0.483], [-0.626, -1.030, -3.131], [0.213, -2.589, -2.770], [1.211, -1.224, -2.949], [-0.631, 0.900, -1.711], [1.163, 0.722, -1.289], [-0.497, 2.677, 1.303], [-1.752, 2.080, 0.177], [-0.249, 3.054, -0.373], [0.819, 0.455, 2.309], [0.416, -0.687, 3.753], [1.214, 0.876, 3.966]], "mulliken_charge": [-0.62, 0.37, -1.34, -0.64, -0.06, -0.75, -0.58, 0.28, 0.28, 0.22, 0.36, 0.37, 0.36, 0.37, 0.49, 0.37, 0.35, 0.39, 0.36, -0.14, 0.27, 0.29], "de_lowest_kj_mol": 542.7, "homo_lumo_gap_ev": 5.53, "charge": 1, "total_energy_ha": -308.5860}

(6)
{"formula": "C5H15N2", "method": "ωB97M-V/def2-TZVPD", "symbols": ["N", "C", "C", "C", "C", "C", "N", "H", "H", "H", "H", "H", "H", "H", "H", "H", "H", "H", "H", "H", "H", "H"], "coordinates": [[0.828, 0.106, -3.167], [-0.423, -0.056, -2.401], [-0.587, 0.742, -1.102], [0.463, 0.458, -0.018], [0.233, -0.869, 0.738], [-0.620, -0.599, 1.992], [0.275, 0.010, 3.103], [0.819, 1.038, -3.561], [0.867, -0.619, -3.859], [-1.228, 0.123, -3.121], [-0.589, -1.112, -2.131], [-1.614, 0.579, -0.795], [-0.494, 1.781, -1.403], [1.464, 0.599, -0.411], [0.367, 1.256, 0.741], [1.180, -1.257, 1.150], [-0.242, -1.637, 0.134], [-1.217, -1.361, 2.483], [-1.233, 0.247, 1.684], [-0.151, 0.662, 3.761], [0.994, 0.544, 2.595], [0.910, -0.634, 3.588]], "mulliken_charge": [-0.59, -0.70, -0.71, -0.53, -0.63, -0.70, -0.34, 0.23, 0.23, 0.40, 0.36, 0.27, 0.35, 0.40, 0.38, 0.35, 0.35, 0.39, 0.44, 0.34, 0.36, 0.35], "de_lowest_kj_mol": 118.6, "homo_lumo_gap_ev": 8.31, "smiles": "NCCCCC[NH3+]", "charge": 1, "total_energy_ha": -308.7475}

(7)
{"formula": "C5H15N2O", "method": "ωB97M-V/def2-TZVPD", "symbols": ["C", "C", "C", "N", "C", "C", "N", "H", "H", "H", "H", "H", "H", "H", "H", "H", "H", "H", "H", "H", "H", "H", "O"], "coordinates": [[1.375, -0.877, 1.707], [1.075, -1.532, 0.431], [-0.450, -1.655, -0.046], [-0.869, 0.746, -3.056], [-0.520, 0.269, -1.760], [-0.519, -1.009, -1.409], [0.685, 0.540, 1.933], [2.411, -0.645, 1.968], [0.771, -1.405, 2.481], [1.679, -1.084, -0.409], [1.618, -2.496, 0.352], [-1.102, -1.031, 0.467], [-0.741, -2.646, 0.111], [-0.957, -0.103, -3.686], [-0.206, 1.405, -3.432], [-0.404, 1.100, -1.064], [-0.684, -1.639, -2.250], [1.383, 1.303, 2.192], [0.009, 0.921, 1.125], [0.131, 0.377, 2.835], [-1.484, 2.924, 0.849], [-0.206, 3.115, 1.615], [-0.838, 2.442, 1.373]], "mulliken_spin": [0.58, 0.17, 0.28, -0.01, 0.22, -0.23, 1.22, -0.35, -0.05, -0.02, -0.04, -0.05, -0.07, 0.00, 0.00, 0.04, -0.01, -0.55, 0.14, -0.35, -0.01, -0.09, 0.18], "de_lowest_kj_mol": 289.7, "homo_lumo_gap_ev": [4.20, 9.25], "spin_multiplicity": 2, "s2": 0.75, "total_energy_ha": -384.0677}

(8)
{"formula": "C5H15N2O", "method": "ωB97M-V/def2-TZVPD", "symbols": ["C", "C", "C", "C", "N", "C", "N", "H", "H", "H", "H", "H", "H", "H", "H", "H", "H", "H", "H", "H", "H", "H", "O"], "coordinates": [[-0.249, -3.152, 0.264], [0.379, -2.084, 1.131], [-0.306, -0.648, 0.910], [-0.442, -0.120, -0.555], [1.138, 2.330, -1.739], [1.523, 1.001, -1.672], [0.833, -0.103, -1.212], [-1.264, -3.588, 0.626], [-0.455, -2.882, -0.866], [0.552, -4.006, 0.379], [0.262, -2.546, 2.138], [1.369, -1.835, 0.778], [-1.421, -0.815, 0.970], [0.131, -0.027, 1.587], [-0.887, 0.847, -0.544], [-1.190, -0.830, -1.074], [0.264, 2.829, -1.542], [1.780, 2.947, -2.245], [2.630, 0.921, -1.885], [1.355, -1.081, -1.189], [-2.164, 3.609, 2.261], [-2.237, 4.935, 1.651], [-1.601, 4.298, 1.830]], "mulliken_spin": [0.00, -0.01, 0.02, -0.02, 0.13, 0.72, 0.15, 0.00, 0.00, 0.00, 0.00, 0.01, -0.02, 0.02, 0.01, 0.01, -0.01, -0.01, 0.03, -0.02, 0.00, 0.00, 0.00], "de_lowest_kj_mol": 199.5, "homo_lumo_gap_ev": [4.86, 9.23], "spin_multiplicity": 2, "s2": 0.75, "total_energy_ha": -384.1021}

(9)
{"formula": "C5H15N2O", "method": "ωB97M-V/def2-TZVPD", "symbols": ["C", "C", "C", "C", "C", "N", "N", "O", "H", "H", "H", "H", "H", "H", "H", "H", "H", "H", "H", "H", "H", "H", "H"], "coordinates": [[2.005, 0.876, 1.059], [2.210, -1.039, -0.134], [-1.668, 1.344, -0.767], [-1.555, -0.200, 1.097], [-2.192, -0.995, -1.032], [1.308, -0.039, 0.157], [-1.760, 0.123, -0.282], [0.835, 0.523, -1.000], [1.756, 0.528, 2.088], [3.156, 0.957, 0.761], [1.676, 1.920, 1.086], [3.183, -0.578, -0.473], [2.451, -1.475, 0.893], [1.683, -1.845, -0.667], [-1.777, 1.674, -1.775], [-1.436, 2.237, -0.057], [1.602, 0.774, -1.611], [-1.537, -1.209, 1.350], [-0.660, 0.222, 1.452], [-2.462, 0.314, 1.574], [-1.366, -1.653, -1.180], [-2.799, -1.618, -0.424], [-2.651, -0.839, -2.119]], "mulliken_charge": [-0.87, -1.03, -0.11, -1.04, -0.92, 0.07, 0.23, -0.41, 0.32, 0.30, 0.31, 0.42, 0.33, 0.26, 0.32, 0.25, 0.34, 0.43, 0.34, 0.37, 0.36, 0.44, 0.29], "de_lowest_kj_mol": 502.4, "homo_lumo_gap_ev": 8.35, "charge": 1, "total_energy_ha": -383.8597}

(10)
{"formula": "C5H15N2O", "method": "ωB97M-V/def2-TZVPD", "symbols": ["C", "O", "C", "C", "C", "C", "N", "N", "H", "H", "H", "H", "H", "H", "H", "H", "H", "H", "H", "H", "H", "H", "H"], "coordinates": [[0.060, 0.280, -0.638], [0.768, 0.028, 0.377], [-1.621, 0.376, -0.191], [-1.826, -0.982, 0.533], [-3.312, -1.208, 0.778], [4.172, 0.500, -0.644], [3.283, -0.587, -0.276], [-1.871, 1.486, 0.641], [0.197, 1.314, -0.999], [0.137, -0.413, -1.482], [-2.159, 2.241, 0.029], [-2.275, 0.466, -1.056], [-1.422, -1.759, -0.112], [-1.166, -0.936, 1.396], [-3.901, -0.301, 0.600], [-3.712, -1.983, 0.133], [5.056, 0.118, -1.166], [4.456, 1.167, 0.169], [3.708, 1.117, -1.412], [2.325, -0.281, -0.117], [3.624, -1.052, 0.563], [-3.499, -1.456, 1.827], [-1.024, 1.865, 1.046]], "mulliken_charge": [-0.40, -0.50, -0.18, -0.47, -1.14, -0.72, -0.41, -0.41, 0.39, 0.48, 0.31, 0.50, 0.37, 0.38, 0.36, 0.34, 0.31, 0.28, 0.29, 0.28, 0.29, 0.31, 0.33], "de_lowest_kj_mol": 636.6, "homo_lumo_gap_ev": 4.46, "charge": 1, "total_energy_ha": -383.8086}

(11)
{"formula": "C5H15N2O", "method": "ωB97M-V/def2-TZVPD", "symbols": ["C", "C", "C", "C", "C", "N", "N", "O", "H", "H", "H", "H", "H", "H", "H", "H", "H", "H", "H", "H", "H", "H", "H"], "coordinates": [[-1.557, 1.272, 1.501], [1.808, -1.924, 0.598], [0.417, 0.910, -2.239], [-0.644, 0.038, 1.362], [-0.157, -0.506, 0.065], [0.757, -1.449, -0.201], [0.362, 1.189, -0.800], [-1.449, -0.809, -0.903], [-2.332, 1.314, 0.691], [-1.018, 2.284, 1.367], [-1.876, 1.356, 2.509], [1.675, -1.827, 1.680], [2.061, -3.034, 0.397], [2.782, -1.424, 0.349], [1.337, 0.395, -2.545], [-0.444, 0.330, -2.449], [0.423, 1.900, -2.864], [0.144, 0.185, 2.026], [-1.237, -0.771, 1.854], [0.559, -1.901, -1.088], [-0.562, 1.637, -0.716], [1.043, 1.753, -0.421], [-2.092, -0.918, -0.172]], "mulliken_charge": [-1.29, -0.90, -0.90, -0.87, 0.76, -0.12, -0.38, -0.55, 0.33, 0.31, 0.40, 0.32, 0.32, 0.32, 0.31, 0.38, 0.33, 0.53, 0.46, 0.30, 0.34, 0.24, 0.36], "de_lowest_kj_mol": 288.8, "homo_lumo_gap_ev": 11.10, "charge": 1, "total_energy_ha": -383.9410}

(12)
{"formula": "C5H15N2O2", "method": "ωB97M-V/def2-TZVPD", "symbols": ["C", "C", "C", "C", "C", "N", "O", "N", "H", "H", "H", "H", "H", "H", "H", "H", "H", "H", "H", "H", "H", "H", "H", "O"], "coordinates": [[1.818, 1.088, 1.348], [0.332, 0.940, 1.235], [-0.203, 1.539, -0.074], [0.178, 0.834, -1.395], [-0.903, -0.093, -1.891], [-1.428, 0.133, -3.102], [-1.330, -1.041, -1.223], [-0.022, -0.527, 1.288], [2.442, 1.041, 0.440], [2.293, 0.459, 2.109], [2.043, 2.133, 1.624], [-0.251, 1.415, 2.014], [-1.294, 1.657, -0.002], [0.112, 2.566, -0.138], [0.568, 1.477, -2.177], [0.974, 0.172, -1.180], [-1.965, -0.621, -3.499], [-1.056, 0.819, -3.734], [-0.772, -0.832, 0.585], [0.708, -1.071, 0.829], [-0.177, -0.826, 2.232], [-1.019, -3.811, 0.853], [-0.325, -4.080, 2.200], [-0.725, -3.370, 1.658]], "mulliken_charge": [-1.39, 0.05, -0.92, -0.60, 0.46, -0.39, -0.75, -0.18, 0.33, 0.42, 0.40, 0.34, 0.44, 0.45, 0.44, 0.32, 0.26, 0.23, 0.29, 0.42, 0.34, 0.32, 0.32, -0.62], "de_lowest_kj_mol": 31.7, "homo_lumo_gap_ev": 11.39, "charge": 1, "total_energy_ha": -459.3057}